(1)
Density functional theory data (ωB97M-V with the def2-TZVPD basis set) for a molecular structure, HIP2S at a distorted geometry.

The lowest unoccupied orbital energy is -1.0 eV. As for the spin multiplicity: 1.

```
5
Properties=species:S:1:pos:R:3:forces:R:3
I 0.57151 0.46016 2.45076 -0.182 0.075 0.705
P 0.65169 -0.36197 -0.65609 0.736 -0.521 1.261
H 0.80571 -0.82927 -1.98901 -0.621 1.075 -0.897
P -0.63388 1.27865 0.53401 0.395 -0.788 -1.797
S -1.39504 -0.54757 -0.33967 -0.327 0.158 0.728
```
Forces are in eV/Å.

***

(2)
Density functional theory data (ωB97M-V with the def2-TZVPD basis set) for a molecular structure, HLiNaO2 at a distorted geometry.

The lowest unoccupied orbital energy (alpha / beta) is -0.3 / -0.3 eV. As for the spin multiplicity: 2.

```
5
Properties=species:S:1:pos:R:3:forces:R:3
Na -1.11312 0.88100 1.16626 -0.480 -0.364 0.268
O -0.30416 -0.78608 -0.24710 -8.411 -9.089 11.807
O 0.51210 -0.28547 -0.94175 10.759 9.125 -9.789
Li 0.62140 1.61878 -0.39104 0.614 -0.839 -0.977
H 0.28378 -1.42824 0.41363 -2.481 1.167 -1.309
```
Forces are in eV/Å.